The following is a quantum chemistry calculation of 8 unconnected molecules or ions with the total composition C48H40F8, from the OMol25 dataset.

Structure (XYZ):
```
96
Properties=species:S:1:pos:R:3:forces:R:3
F -18.247 -2.585 11.217 0.15 0.04 -0.27
C -17.255 -2.365 10.319 0.18 -0.03 0.21
C -16.155 -1.630 10.729 -0.36 -0.05 0.22
C -15.124 -1.422 9.831 -0.10 0.01 -0.20
C -15.214 -1.937 8.541 0.30 0.28 0.18
C -16.333 -2.646 8.149 -0.15 -0.01 -0.17
C -17.365 -2.886 9.046 -0.20 0.01 0.18
H -16.155 -1.234 11.737 0.14 0.03 -0.04
H -14.275 -0.820 10.124 0.05 -0.09 0.06
H -14.403 -1.751 7.847 -0.09 -0.05 -0.09
H -16.432 -2.957 7.117 0.04 -0.20 0.06
H -18.258 -3.445 8.794 0.06 0.02 -0.15
F -11.776 -0.543 -0.229 0.24 0.08 0.02
C -10.748 0.335 -0.331 -0.53 0.24 -0.40
C -9.597 -0.047 -0.982 0.35 -0.30 -0.04
C -8.542 0.854 -1.068 0.02 0.19 0.06
C -8.681 2.138 -0.566 -0.20 0.06 0.52
C -9.876 2.510 0.050 0.05 0.18 -0.52
C -10.940 1.624 0.130 0.30 0.02 0.47
H -9.517 -1.034 -1.419 -0.03 -0.04 0.17
H -7.591 0.567 -1.497 -0.12 -0.15 -0.16
H -7.859 2.841 -0.587 0.01 -0.03 -0.15
H -10.005 3.528 0.398 0.03 -0.07 0.11
H -11.859 1.928 0.611 -0.09 -0.16 -0.08
F -13.771 -0.689 4.158 0.02 -0.05 0.02
C -12.765 0.180 4.397 -0.21 -0.20 0.07
C -12.715 0.812 5.620 -0.01 0.32 0.50
C -11.698 1.729 5.840 0.50 0.41 -0.19
C -10.785 2.008 4.839 0.41 -0.18 -0.54
C -10.829 1.316 3.638 0.03 -0.38 0.00
C -11.825 0.380 3.410 -0.18 0.19 -0.21
H -13.457 0.639 6.389 -0.07 -0.23 -0.13
H -11.537 2.264 6.768 -0.54 -0.16 0.18
H -9.997 2.738 4.957 -0.04 0.02 0.29
H -10.042 1.429 2.906 -0.12 0.23 -0.09
H -11.926 -0.145 2.468 0.12 -0.09 0.05
F -7.141 -1.915 1.545 -0.10 -0.01 0.06
C -7.181 -1.139 2.648 -0.09 0.50 -0.03
C -7.013 -1.711 3.886 -0.02 -0.35 0.14
C -7.005 -0.896 5.012 0.08 0.08 -0.09
C -7.141 0.478 4.881 0.10 0.04 -0.15
C -7.337 1.032 3.618 -0.38 -0.01 0.39
C -7.394 0.226 2.496 0.27 -0.26 -0.27
H -6.897 -2.785 3.967 0.04 0.04 -0.01
H -6.876 -1.343 5.989 0.03 0.01 0.01
H -7.065 1.124 5.745 -0.12 -0.02 0.03
H -7.541 2.094 3.535 0.22 0.00 -0.10
H -7.561 0.629 1.505 -0.02 0.01 0.04
F -13.915 1.280 11.673 -0.03 -0.01 -0.08
C -12.663 1.698 11.399 0.19 -0.02 0.26
C -11.941 2.312 12.403 -0.07 0.12 0.40
C -10.645 2.727 12.144 0.15 -0.19 -0.22
C -10.092 2.522 10.889 0.11 -0.08 0.20
C -10.832 1.895 9.900 0.13 0.25 -0.14
C -12.129 1.466 10.152 -0.08 -0.03 -0.29
H -12.383 2.439 13.383 -0.06 0.01 -0.07
H -10.023 3.170 12.910 -0.20 0.07 0.14
H -9.061 2.809 10.727 -0.06 0.07 -0.21
H -10.390 1.784 8.917 -0.10 -0.25 0.01
H -12.724 0.957 9.404 0.04 0.06 -0.04
F -6.482 3.414 6.802 -0.04 0.05 0.00
C -7.498 4.304 6.782 -0.21 -0.14 -0.20
C -7.237 5.619 6.484 0.15 0.47 0.00
C -8.296 6.526 6.477 0.36 -0.42 0.10
C -9.569 6.094 6.798 -0.50 0.35 -0.07
C -9.826 4.760 7.093 0.50 0.32 0.04
C -8.777 3.853 7.048 -0.11 -0.33 0.47
H -6.225 5.955 6.298 -0.01 -0.13 -0.06
H -8.087 7.562 6.255 -0.11 0.05 -0.01
H -10.377 6.816 6.820 0.01 -0.08 0.04
H -10.813 4.469 7.423 -0.05 -0.16 -0.17
H -8.924 2.807 7.291 0.03 0.03 -0.06
F -18.509 -2.825 -1.660 0.05 -0.01 -0.08
C -17.573 -2.535 -0.733 0.00 0.17 0.05
C -17.195 -3.511 0.158 -0.23 -0.45 0.09
C -16.284 -3.201 1.153 -0.02 0.12 -0.19
C -15.754 -1.921 1.216 0.50 0.17 0.37
C -16.117 -0.952 0.293 -0.21 -0.28 -0.06
C -17.045 -1.262 -0.691 -0.14 0.31 -0.21
H -17.634 -4.498 0.082 0.00 0.03 -0.01
H -15.998 -3.967 1.860 0.07 0.06 0.08
H -15.034 -1.663 1.985 -0.07 -0.09 0.01
H -15.689 0.040 0.346 0.00 0.02 -0.03
H -17.384 -0.530 -1.415 0.06 -0.01 0.02
F -19.408 -1.835 5.050 -0.08 -0.03 -0.05
C -18.419 -0.923 5.017 0.37 0.32 0.05
C -17.932 -0.477 3.805 -0.19 -0.10 -0.50
C -16.926 0.477 3.778 0.21 -0.67 0.19
C -16.369 0.930 4.966 0.27 0.30 -0.09
C -16.861 0.482 6.177 -0.47 -0.40 -0.02
C -17.900 -0.450 6.202 -0.23 0.53 0.39
H -18.328 -0.882 2.880 -0.02 0.00 0.08
H -16.490 0.734 2.822 -0.10 0.26 0.01
H -15.535 1.622 4.936 -0.07 0.03 0.02
H -16.472 0.826 7.127 0.10 0.11 -0.07
H -18.376 -0.700 7.143 0.17 -0.30 -0.04
```
Forces are in eV/Å.

For the relative energy (zero: lowest compared OMol25 entry of this formula, charge and spin), the calculation gives 0.0 kJ/mol. For the calculated total energy, the calculation gives -72164.3951 eV. As for the SMILES: Fc1ccccc1.Fc1ccccc1.Fc1ccccc1.Fc1ccccc1.Fc1ccccc1.Fc1ccccc1.Fc1ccccc1.Fc1ccccc1. The value obtained for the maximum force is 0.72 eV/A. The LUMO energy comes out at 0.5 eV. Its highest occupied orbital energy is -9.1 eV.